No. 1
# C26H31ClF3NO5

A 4-piece molecular cluster, C26H31ClF3NO5 overall (the ωB97M-V functional and the def2-TZVPD basis, the OMol25 dataset).

SMILES: CCOCCOCCOCOC(=O)NCl.Fc1ccccc1.Fc1ccccc1.Fc1ccccc1
Frontier orbital gap: 0.3575 Eh
Net charge: 0
HOMO energy: -0.333 hartree
Lowest unoccupied orbital energy: 0.0244 hartree
2S+1: 1
DFT total energy: -59859.3074 eV

The geometry in XYZ format:
```
67
Properties=species:S:1:pos:R:3:mulliken_charge:R:1
C -1.982 3.221 4.078 -0.639
C -2.031 3.643 2.461 -0.431
O -0.931 2.902 1.824 -0.234
C 0.265 3.734 1.623 -0.490
C 1.661 2.910 2.016 -0.323
O 2.138 2.211 0.813 -0.365
C 2.319 0.769 1.034 -0.460
C 0.968 -0.044 1.483 0.132
O 0.834 -1.389 0.840 -0.334
C -0.473 -1.880 1.305 0.105
O -1.501 -2.002 0.258 -0.369
C -1.279 -1.067 -0.856 0.677
O -1.648 0.220 -0.898 -0.517
N -0.534 -1.598 -2.084 -0.241
Cl -0.869 -0.486 -3.363 -0.164
H -1.697 2.068 4.194 0.006
H -3.106 3.321 4.444 0.334
H -1.233 3.903 4.676 0.247
H -3.039 3.184 2.022 0.260
H -2.016 4.801 2.292 0.329
H 0.348 3.912 0.446 0.213
H 0.205 4.795 2.126 0.391
H 2.459 3.754 2.291 0.305
H 1.552 2.242 2.971 0.199
H 3.193 0.490 1.775 0.257
H 2.644 0.313 -0.020 0.137
H 0.044 0.587 1.075 0.208
H 0.851 -0.076 2.648 0.220
H -0.316 -2.963 1.781 0.234
H -0.939 -1.233 2.192 0.097
H 0.478 -1.647 -1.835 0.374
F -1.542 -0.570 3.942 -0.207
C -2.066 -0.915 5.125 0.275
C -3.394 -1.323 5.193 -0.433
C -3.938 -1.688 6.425 -0.419
C -3.150 -1.630 7.577 -0.484
C -1.820 -1.215 7.500 -0.475
C -1.273 -0.861 6.266 -0.262
H -3.992 -1.354 4.289 0.413
H -4.972 -2.015 6.487 0.362
H -3.576 -1.910 8.538 0.358
H -1.210 -1.166 8.399 0.357
H -0.239 -0.544 6.186 0.392
F -2.782 3.956 -8.139 -0.305
C -1.936 3.027 -7.675 0.272
C -0.695 2.868 -8.281 -0.369
C 0.188 1.905 -7.795 -0.420
C -0.184 1.103 -6.713 -0.188
C -1.434 1.266 -6.115 -0.082
C -2.313 2.238 -6.594 -0.614
H -0.426 3.495 -9.125 0.390
H 1.164 1.778 -8.257 0.356
H 0.504 0.348 -6.337 0.366
H -1.723 0.638 -5.276 0.268
H -3.285 2.385 -6.135 0.400
F 2.033 -2.630 -1.519 -0.106
C 2.998 -3.327 -2.134 0.265
C 3.243 -3.110 -3.485 -0.335
C 4.252 -3.831 -4.124 -0.484
C 4.996 -4.771 -3.407 -0.486
C 4.739 -4.985 -2.052 -0.449
C 3.738 -4.255 -1.411 -0.465
H 2.649 -2.382 -4.029 0.481
H 4.457 -3.664 -5.179 0.356
H 5.779 -5.336 -3.907 0.354
H 5.317 -5.719 -1.496 0.349
H 3.530 -4.402 -0.356 0.410
```


No. 2
# C26H31ClN4O4

One molecule with the formula C26H31ClN4O4 (the ωB97M-V functional and the def2-TZVPD basis, the OMol25 dataset).

SMILES: COc1cc2c(C(=O)NCCCN3CCN(c4cccc(Cl)c4)CC3)cn(C)c(=O)c2cc1OC
Frontier orbital gap: 0.3014 Eh
Relative energy (zero: lowest compared OMol25 entry of this formula, charge and spin): 37.36 kJ/mol
Net charge: 0
HOMO energy: -0.282 hartree
Lowest unoccupied orbital energy: 0.0197 hartree
2S+1: 1
DFT total energy: -54138.5860 eV

The geometry in XYZ format:
```
66
Properties=species:S:1:pos:R:3:mulliken_charge:R:1
C -2.501 -1.239 -2.891 -0.810
O -1.264 -0.814 -2.361 -0.446
C -1.124 0.382 -1.733 0.316
C 0.184 0.681 -1.390 -0.664
C 0.529 1.831 -0.681 -0.079
C 1.872 2.135 -0.270 -0.227
C 3.010 1.276 -0.714 0.245
O 3.248 1.049 -1.883 -0.617
N 3.766 0.786 0.301 -0.065
C 4.828 -0.168 0.073 -0.887
C 4.422 -1.610 0.401 -0.810
C 3.202 -2.075 -0.410 -0.416
N 2.103 -2.551 0.420 -0.167
C 1.508 -1.529 1.264 1.281
C 0.474 -2.206 2.166 -1.984
N -0.586 -2.798 1.386 0.090
C -1.747 -2.116 1.105 1.419
C -2.826 -2.762 0.481 -0.426
C -4.037 -2.127 0.307 -1.111
C -4.245 -0.833 0.759 -0.437
C -3.183 -0.189 1.365 -0.130
Cl -3.384 1.425 1.967 -0.168
C -1.950 -0.793 1.521 -0.268
C -0.024 -3.779 0.483 -1.206
C 1.059 -3.148 -0.400 -0.422
C 2.087 3.252 0.465 0.061
N 1.095 4.114 0.818 -0.004
C 1.436 5.299 1.574 -1.216
C -0.234 3.929 0.445 0.853
O -1.083 4.745 0.763 -0.746
C -0.496 2.718 -0.320 -0.972
C -1.809 2.450 -0.712 -0.335
C -2.151 1.306 -1.405 1.102
O -3.426 1.024 -1.803 -0.425
C -4.436 1.970 -1.537 -0.986
H -3.249 -1.370 -2.107 0.155
H -2.876 -0.544 -3.644 0.308
H -2.288 -2.201 -3.359 0.296
H 0.949 -0.006 -1.713 0.589
H 3.467 0.940 1.251 0.311
H 5.700 0.118 0.669 0.409
H 5.081 -0.091 -0.987 0.380
H 4.212 -1.706 1.467 0.393
H 5.277 -2.251 0.187 0.366
H 3.492 -2.915 -1.047 0.563
H 2.872 -1.265 -1.076 0.161
H 2.280 -1.074 1.887 0.579
H 1.019 -0.737 0.670 -0.865
H 0.069 -1.513 2.901 0.549
H 0.973 -3.021 2.704 0.463
H -2.728 -3.784 0.152 0.386
H -4.848 -2.656 -0.171 0.372
H -5.199 -0.346 0.647 0.470
H -1.157 -0.216 1.967 0.066
H -0.794 -4.207 -0.155 0.443
H 0.422 -4.578 1.084 0.360
H 1.508 -3.926 -1.022 0.536
H 0.586 -2.401 -1.062 0.105
H 3.080 3.534 0.787 0.617
H 0.513 5.854 1.742 0.359
H 1.877 5.027 2.534 0.350
H 2.137 5.921 1.016 0.355
H -2.552 3.179 -0.431 0.620
H -5.347 1.542 -1.955 0.267
H -4.567 2.128 -0.464 0.321
H -4.226 2.927 -2.024 0.372
```


No. 3
# C26H31N2O8Ti

C26H31N2O8Ti as an isolated structure (the ωB97M-V functional and the def2-TZVPD basis, the OMol25 dataset).

Frontier orbital gap: 0.2704 Eh
Relative energy (zero: lowest compared OMol25 entry of this formula, charge and spin): 221.49 kJ/mol
Net charge: +1
HOMO energy: -0.428 hartree
Lowest unoccupied orbital energy: -0.1572 hartree
2S+1: 1
DFT total energy: -69927.0642 eV

The geometry in XYZ format:
```
68
Properties=species:S:1:pos:R:3:mulliken_charge:R:1
O -0.371 -1.488 -2.357 -0.045
C -0.453 -0.176 -3.038 -0.478
C -0.295 -0.655 -4.462 -1.089
H 0.332 0.476 -2.670 0.069
H -1.451 0.228 -2.887 0.407
C -0.271 -2.059 -3.879 1.196
H 0.661 -0.359 -4.863 0.363
H -1.151 -0.383 -5.054 0.389
C 1.036 -2.754 -4.144 -1.736
H 1.888 -2.084 -4.016 0.434
H 1.013 -3.073 -5.195 0.517
H 1.159 -3.647 -3.545 0.363
C -1.459 -2.907 -4.269 -1.538
H -2.382 -2.319 -4.292 0.403
H -1.546 -3.778 -3.613 0.249
H -1.249 -3.266 -5.294 0.464
Ti -0.389 -1.431 -0.350 0.625
C -2.477 -2.180 0.768 -0.547
C -2.469 -0.835 1.236 -0.288
C -2.427 0.040 0.108 -0.797
H -2.597 -0.516 2.269 0.597
C -2.544 -0.764 -1.068 -0.534
C -2.470 -2.145 -0.678 -0.695
H -2.561 -3.002 -1.350 0.516
H -2.555 -3.080 1.378 0.566
H -2.436 1.130 0.107 0.533
H -2.823 -0.372 -2.036 0.934
C 0.811 -2.832 1.109 0.062
C 0.044 -3.626 0.188 -1.243
C 0.545 -3.375 -1.110 0.046
H -0.699 -4.384 0.431 0.643
C 1.621 -2.400 -1.001 -0.265
C 1.768 -2.077 0.360 -0.738
H 2.547 -1.426 0.758 0.623
H 0.699 -2.833 2.187 0.561
H 0.186 -3.888 -1.992 0.543
H 2.191 -1.938 -1.819 0.459
O 1.319 2.781 -2.482 -0.439
C 0.544 3.832 -3.103 -0.331
C -0.059 4.752 -2.021 -0.612
H -0.235 3.337 -3.703 0.161
H 1.181 4.410 -3.781 0.325
C 0.748 4.407 -0.752 -0.496
H -1.135 4.578 -1.872 0.280
H 0.052 5.779 -2.353 0.293
C 1.429 3.082 -1.079 0.553
H 0.089 4.270 0.100 0.204
H 1.466 5.193 -0.547 0.319
H 0.873 2.313 -0.550 -0.682
H 2.468 3.036 -0.776 0.377
O -0.015 2.140 1.447 -0.581
C 0.228 1.016 1.883 -0.300
O 0.270 -0.059 1.131 0.041
C 0.445 0.959 3.419 0.482
C 0.990 -0.133 4.119 -0.075
C 1.184 -0.081 5.519 -0.293
C 0.836 1.036 6.276 -0.252
C 0.304 2.139 5.604 -0.341
C 0.105 2.098 4.191 -0.552
N 0.004 3.322 6.387 0.959
O 0.348 3.348 7.587 -0.556
O -0.584 4.277 5.831 -0.566
N 1.777 -1.239 6.150 1.013
O 2.008 -2.232 5.425 -0.603
O 2.017 -1.202 7.373 -0.573
H 1.256 -1.023 3.569 0.426
H 0.973 1.053 7.356 0.600
H -0.316 2.991 3.735 0.648
```